Molecular formula: F5P
Method: DFT, ωB97M-V/def2-TZVPD

Structure (XYZ):
```
6
Properties=species:S:1:pos:R:3:mulliken_charge:R:1
F -0.82 0.94 1.07 -0.24
P -0.02 -0.02 0.03 1.19
F -1.27 0.20 -1.02 -0.23
F 0.87 -0.25 -1.36 -0.27
F 1.33 0.69 0.63 -0.23
F -0.09 -1.56 0.67 -0.21
```

## Properties
Energy relative to the best compared isomer or geometry (same formula, charge and spin) = 0.000 eV
LUMO = -0.009 Ha
SMILES string = FP(F)(F)(F)F
HOMO-LUMO gap = 14.1149 eV
DFT total energy = -22879.835 eV



Molecular formula: CH2BrNO4
Method: DFT, ωB97M-V/def2-TZVPD

Structure (XYZ):
```
9
Properties=species:S:1:pos:R:3:mulliken_charge:R:1
C -2.07 0.42 2.09 0.57
N -0.69 -0.25 0.05 0.22
O -1.37 0.77 1.12 -0.21
O 0.21 -1.01 0.69 -0.28
O -2.65 -0.49 2.50 -0.36
O 0.01 0.64 -0.66 -0.44
Br -2.17 2.26 2.93 -0.25
H 1.00 -0.50 0.64 0.34
H -0.57 0.91 -1.49 0.41
```

## Properties
Energy relative to the best compared isomer or geometry (same formula, charge and spin) = 2.941 eV
LUMO = 0.002 Ha
HOMO-LUMO gap = 9.9012 eV
DFT total energy = -80787.097 eV



Molecular formula: C32H64O8
Method: DFT, ωB97M-V/def2-TZVPD

Structure (XYZ):
```
104
Properties=species:S:1:pos:R:3:mulliken_charge:R:1
C 7.49 9.86 24.14 0.60
C 7.44 8.79 23.06 -0.30
C 8.43 7.71 23.45 -0.55
O 9.24 8.32 24.47 -0.43
C 8.46 9.22 25.19 -0.69
H 6.56 10.09 24.66 0.35
H 7.87 10.83 23.82 -0.57
H 7.73 9.37 22.19 -0.16
H 6.42 8.43 22.89 0.42
H 9.03 7.56 22.55 0.34
H 7.91 6.84 23.84 0.33
H 9.06 9.97 25.69 0.32
H 7.93 8.59 25.91 0.37
C 8.89 10.56 16.17 0.00
C 9.03 10.29 14.75 -0.53
C 9.52 8.91 14.54 -0.50
O 10.02 8.50 15.84 -0.46
C 9.33 9.28 16.85 0.03
H 7.90 10.83 16.54 0.26
H 9.52 11.36 16.56 0.01
H 9.71 10.91 14.17 0.29
H 8.04 10.45 14.31 0.26
H 10.24 8.68 13.76 0.26
H 8.73 8.16 14.41 0.24
H 10.06 9.53 17.62 -0.22
H 8.50 8.67 17.20 0.33
C 7.32 13.35 26.56 -0.23
C 7.07 14.00 25.14 0.51
C 5.89 13.28 24.50 -0.13
O 5.39 12.56 25.60 -0.53
C 5.92 12.93 26.92 -0.52
H 7.81 14.09 27.18 0.41
H 7.98 12.49 26.46 -0.09
H 7.89 13.85 24.42 -0.56
H 6.90 15.07 25.12 0.35
H 6.25 12.62 23.71 -0.11
H 5.07 13.86 24.07 0.33
H 5.88 12.05 27.56 0.35
H 5.39 13.71 27.47 0.30
C 5.92 18.23 21.64 -0.63
C 7.01 17.55 22.47 0.28
C 8.29 18.08 21.73 -0.41
O 7.91 19.36 21.28 -0.44
C 6.63 19.21 20.67 -0.35
H 5.34 18.84 22.33 0.21
H 5.22 17.52 21.20 0.41
H 6.94 16.46 22.39 -0.28
H 7.04 17.98 23.47 0.28
H 8.63 17.49 20.88 0.15
H 9.24 18.16 22.26 0.34
H 6.80 18.82 19.66 0.17
H 6.18 20.19 20.49 0.29
C 12.89 13.93 24.69 -0.87
C 11.94 13.10 25.56 -0.51
C 10.93 12.75 24.42 0.29
O 11.74 12.60 23.24 -0.37
C 13.09 13.16 23.41 -0.35
H 13.90 14.01 25.11 0.42
H 12.55 14.96 24.81 0.29
H 11.52 13.67 26.40 0.39
H 12.35 12.16 25.93 0.30
H 10.17 13.52 24.26 -0.29
H 10.22 11.94 24.56 -0.01
H 13.35 13.92 22.67 0.31
H 13.76 12.32 23.61 0.32
C 9.57 13.29 21.01 0.56
C 8.19 13.83 20.68 0.55
C 7.46 12.75 19.78 -0.48
O 8.55 11.96 19.31 -0.31
C 9.42 11.84 20.40 0.26
H 9.72 13.35 22.09 -0.77
H 10.51 13.76 20.72 0.34
H 8.31 14.72 20.07 -0.27
H 7.73 14.20 21.59 -0.21
H 6.87 13.17 18.97 0.17
H 6.83 12.08 20.37 0.22
H 10.43 11.68 20.01 0.14
H 9.25 10.97 21.03 -0.26
C 8.15 14.67 15.71 0.14
C 6.96 14.53 14.88 -0.45
C 5.86 14.84 15.87 -0.42
O 6.44 15.86 16.74 -0.42
C 7.85 15.80 16.69 -0.13
H 9.01 14.96 15.10 0.40
H 8.42 13.75 16.22 -0.37
H 6.87 13.53 14.46 0.26
H 6.98 15.33 14.13 0.30
H 5.67 13.99 16.52 0.20
H 4.91 15.15 15.41 0.32
H 8.25 15.53 17.66 -0.04
H 8.26 16.78 16.44 0.26
C 11.75 8.92 21.86 0.82
C 12.61 7.70 22.21 -0.70
C 12.71 6.84 20.88 -0.60
O 11.86 7.45 19.99 -0.41
C 11.86 8.84 20.35 0.18
H 12.16 9.86 22.21 -0.06
H 10.78 8.89 22.35 -0.57
H 12.16 7.09 22.99 0.34
H 13.64 7.97 22.43 0.28
H 12.65 5.77 21.07 0.34
H 13.69 6.99 20.44 0.34
H 11.03 9.27 19.81 -0.26
H 12.79 9.29 20.00 0.30
```

## Properties
Energy relative to the best compared isomer or geometry (same formula, charge and spin) = 3.340 eV
LUMO = 0.020 Ha
SMILES string = C1CCOC1.C1CCOC1.C1CCOC1.C1CCOC1.C1CCOC1.C1CCOC1.C1CCOC1.C1CCOC1
HOMO-LUMO gap = 9.6360 eV
DFT total energy = -50594.825 eV



Molecular formula: C5H4N4
Method: DFT, ωB97M-V/def2-TZVPD

Structure (XYZ):
```
13
Properties=species:S:1:pos:R:3:mulliken_charge:R:1
C 1.82 -1.60 -0.02 -0.75
C 0.52 -1.23 -0.03 0.35
N -0.64 -2.04 0.02 -0.34
N -1.72 -1.36 0.09 -0.40
C -1.41 -0.02 0.03 0.50
N -2.13 1.17 -0.08 -0.59
C -1.14 2.05 -0.01 -0.25
N 0.10 1.54 0.10 -0.13
C -0.02 0.17 0.12 0.35
H 2.10 -2.55 -0.35 0.31
H 2.69 -1.03 0.26 0.27
H -1.20 3.08 0.02 0.44
H 1.02 1.82 -0.13 0.23
```

## Properties
Energy relative to the best compared isomer or geometry (same formula, charge and spin) = 3.543 eV
LUMO = -0.040 Ha
SMILES string = C=C1N=Nc2nc[nH]c21
HOMO-LUMO gap = 7.8570 eV
DFT total energy = -11206.957 eV



Molecular formula: C5H7Br
Method: DFT, ωB97M-V/def2-TZVPD

Structure (XYZ):
```
13
Properties=species:S:1:pos:R:3:mulliken_charge:R:1
C -0.99 -1.80 2.39 -0.77
C -0.63 -0.59 1.86 0.38
C -0.29 0.58 1.52 -0.64
H -1.78 -2.35 1.92 0.22
H -0.46 -2.36 3.04 0.30
H 0.39 0.99 0.79 0.33
H -0.84 1.41 1.99 0.20
C 0.70 -0.94 -2.15 -0.38
C -0.59 -0.78 -1.82 -0.30
Br -1.51 0.91 -1.90 -0.14
H 1.41 -0.07 -2.34 0.26
H 1.09 -2.02 -2.11 0.21
H -1.29 -1.53 -1.39 0.33
```

## Properties
Energy relative to the best compared isomer or geometry (same formula, charge and spin) = 2.346 eV
LUMO = 0.033 Ha
SMILES string = C=C=C.C=CBr
HOMO-LUMO gap = 10.3368 eV
DFT total energy = -75337.472 eV